1.
Formula: C4H8NO3
Source: the OMol25 dataset
Level of theory: ωB97M-V with the def2-TZVPD basis set

## Properties
- HOMO energy (eV) = -4.8
- LUMO (Eh) = 0.1448
- frontier orbital gap (eV) = 8.76
- total charge = -1
- largest force on an atom (eV/A) = 1.24

Element x y z (Å)
C (-1.4380, 0.0399, 1.5035)
C (-1.8482, 0.9413, 0.3740)
O (-3.0380, 1.1151, 0.0935)
N (-0.8513, 1.4035, -0.4140)
H (-1.1560, 2.1120, -1.0584)
H (0.1425, 1.3112, -0.0620)
H (-0.8420, 0.6012, 2.2275)
H (-0.7443, -0.6930, 1.0970)
H (-2.2925, -0.4214, 1.9786)
C (1.5964, -1.5490, -0.9227)
C (1.8865, -0.0518, -0.6863)
O (1.4411, 0.4125, 0.4104)
O (2.5252, 0.5454, -1.5537)
H (2.4103, -2.1874, -0.5706)
H (1.5005, -1.6606, -1.9975)
H (0.7077, -1.9189, -0.4194)

Forces on atoms 1 to 3 (eV/Å):
0.683 0.241 0.102
-0.630 -0.468 -0.957
0.095 0.274 0.311

Partial charges, Mulliken, in e:
1. C -0.66
2. C 0.55
3. O -0.72
4. N -0.27
5. H 0.16
6. H 0.30
7. H 0.26
8. H 0.05
9. H 0.29
10. C -0.85
11. C 0.63
12. O -0.79
13. O -0.71
14. H 0.23
15. H 0.28
16. H 0.23

2.
Formula: C4H8NO3
Source: the OMol25 dataset
Level of theory: ωB97M-V with the def2-TZVPD basis set

## Properties
- HOMO energy (eV) = -3.5
- LUMO (Eh) = 0.1521
- frontier orbital gap (eV) = 7.61
- total charge = -1
- structure (SMILES) = C[C@]1([O-])O[C@@]1(C)NO
- largest force on an atom (eV/A) = 6.31

Element x y z (Å)
C (0.9035, 0.7769, -1.5153)
C (-0.5235, 0.3266, -1.1186)
O (-1.2116, -0.0655, -2.1090)
O (-1.1892, 1.1655, -0.1131)
C (-0.8329, -0.1646, 0.3100)
C (0.1639, -0.4308, 1.4516)
N (-1.9962, -1.0094, 0.6387)
O (-2.1330, -1.8652, -0.5434)
H (1.5597, 1.3320, -0.7639)
H (1.4261, -0.1294, -1.6960)
H (0.8159, 1.1877, -2.3926)
H (-0.1529, 0.0865, 2.3436)
H (0.1761, -1.5768, 1.4930)
H (1.0436, 0.1147, 1.3492)
H (-2.8261, -0.3416, 0.7442)
H (-1.8265, -1.1864, -1.2228)

Forces on atoms 1 to 3 (eV/Å):
0.561 -1.893 5.995
0.830 0.008 1.547
-0.838 -0.614 -1.220

Partial charges, Mulliken, in e:
1. C -1.55
2. C 1.26
3. O -0.89
4. O -0.59
5. C 0.20
6. C -1.29
7. N -0.39
8. O -0.52
9. H 0.30
10. H 0.29
11. H 0.52
12. H 0.28
13. H 0.28
14. H 0.39
15. H 0.30
16. H 0.42